No. 1
Molecular formula: C23H32CeClN
Method: DFT, ωB97M-V/def2-TZVPD

Results
Lowest unoccupied orbital energy (spin up / spin down) in eV: -7.709 / -7.629
E in eV: -51294.319
Orbital gap (spin up / spin down) in eV: 6.416 / 6.499
Total charge: +2

Each line ends with the natural charge from an NBO analysis.
CARTESIAN COORDINATES (ANGSTROEM)
C: -0.53153 0.45859 -6.00009  0.081
C: 0.82464 0.98983 -6.45862  -0.638
C: -0.75529 -0.86991 -6.71881  -0.637
C: -1.61418 1.41744 -6.49085  -0.638
Cl: -0.59520 0.25841 -4.15295  -0.132
H: -0.70408 -0.66004 -7.80072  0.238
H: -1.73353 -1.29454 -6.49892  0.221
H: 0.01355 -1.60159 -6.47578  0.220
H: 0.78221 1.09656 -7.55612  0.238
H: 1.62955 0.29667 -6.21791  0.219
H: 1.05575 1.96183 -6.02823  0.221
H: -1.51000 1.49888 -7.58627  0.238
H: -1.51206 2.41177 -6.06126  0.221
H: -2.61250 1.03976 -6.27347  0.221
C: 1.10105 -1.77447 0.69773  -0.304
C: 0.21202 -2.41286 -0.21167  -0.271
C: 0.40692 -1.84238 -1.50057  -0.279
H: -0.46444 -3.22820 0.04672  0.271
C: 1.40389 -0.79925 -1.37794  -0.313
C: 1.85638 -0.78818 -0.03000  -0.305
H: 2.64406 -0.15228 0.38956  0.269
H: 1.19709 -2.01340 1.76075  0.247
H: -0.05279 -2.18711 -2.42863  0.290
H: 1.72180 -0.10885 -2.17307  0.287
C: -3.07824 0.82218 0.11338  -0.316
C: -2.99413 -0.39382 0.90173  -0.309
C: -2.78098 -1.48193 0.01688  -0.272
H: -3.09056 -0.44971 1.99179  0.277
C: -2.75965 -0.97463 -1.32153  -0.245
C: -2.87461 0.46554 -1.25118  -0.315
H: -2.80762 1.16827 -2.08838  0.284
H: -3.25866 1.82957 0.51552  0.281
H: -2.69404 -2.52664 0.30785  0.268
H: -2.78025 -1.59076 -2.23454  0.284
Ce: -0.59673 0.08840 -0.02675  1.547
C: 1.20102 -1.41981 4.80641  -0.416
N: 2.32921 -0.43565 4.65480  -0.347
C: 3.69025 -1.03810 4.79245  -0.414
C: 2.17229 0.38703 3.36540  -0.233
C: 0.98206 1.27373 3.51067  -0.045
C: 0.85220 2.09075 4.65755  -0.238
C: -0.37913 2.70218 4.93449  -0.201
C: -1.43587 2.52505 4.04940  -0.166
C: -1.27690 1.71055 2.90788  -0.256
C: -0.04953 1.20217 2.58024  -0.345
H: 1.22532 -2.12077 3.97190  0.215
H: 0.25523 -0.87147 4.81678  0.252
H: 1.34562 -1.94582 5.75532  0.243
H: 2.23025 0.23306 5.43654  0.441
H: 3.86230 -1.73224 3.96352  0.230
H: 4.40768 -0.21486 4.75750  0.238
H: 3.74184 -1.55013 5.75775  0.243
H: 3.13427 0.89105 3.18246  0.234
H: 2.01691 -0.34832 2.56725  0.221
H: 1.69626 2.23198 5.36182  0.210
H: -0.50813 3.29504 5.85322  0.246
H: -2.39388 2.99760 4.23271  0.234
H: -2.14708 1.48385 2.30629  0.204

Cartesian forces, eV/Å:
C 0.05 0.21 -1.86
C 0.11 0.03 0.31
C -0.04 -0.20 0.32
C -0.10 0.06 0.31
Cl 0.00 0.00 -0.40
H -0.03 -0.14 0.45
H -0.03 -0.01 0.01
H 0.03 -0.03 0.01
H 0.04 -0.03 0.48
H 0.03 -0.02 0.02
H -0.01 0.07 0.03
H -0.06 -0.01 0.47
H 0.03 0.06 0.02
H -0.03 0.00 0.02
C 0.37 0.21 -0.49
C 0.54 0.11 0.00
C 0.74 0.46 0.18
H 0.30 0.29 -0.20
C -0.22 -0.90 -0.04
C -0.24 -0.58 0.27
H -0.45 -0.20 -0.28
H -0.08 0.08 -0.59
H 0.04 0.37 0.37
H -0.09 -0.55 0.33
C -0.01 -0.87 0.28
C -0.23 0.70 -0.46
C -0.23 0.62 -0.30
H 0.05 -0.04 -0.55
C 0.06 0.66 0.23
C -0.44 -0.85 0.25
H -0.22 -0.40 0.25
H 0.14 -0.56 -0.35
H -0.15 0.32 -0.12
H 0.41 0.53 0.56
Ce -0.16 1.08 1.65
C 0.25 0.11 0.29
N -0.18 0.43 0.00
C -0.13 -0.02 -0.06
C 0.65 -0.41 0.18
C -0.02 0.97 0.60
C -0.08 -0.42 -0.14
C 0.29 0.22 0.05
C -0.11 -0.40 -0.18
C -0.36 1.38 0.87
C 0.04 -2.30 -1.90
H 0.09 0.05 0.14
H 0.23 -0.08 -0.04
H -0.10 0.04 -0.26
H -0.04 -0.25 -0.42
H -0.03 0.12 0.23
H -0.01 -0.25 0.02
H 0.07 0.03 -0.27
H -0.29 -0.04 0.27
H 0.07 0.33 0.30
H -0.53 -0.08 -0.40
H 0.10 -0.24 -0.63
H 0.02 -0.12 0.17
H -0.02 0.43 0.01

=====

No. 2
Molecular formula: C23H53N7O15S2
Method: DFT, ωB97M-V/def2-TZVPD

Results
Lowest unoccupied orbital energy in eV: 3.991
E in eV: -87532.635
Orbital gap in eV: 8.960
Total charge: -2
Energy relative to the best compared isomer or geometry (same formula, charge and spin) in eV: 0.000

Each line ends with the Mulliken charge.
CARTESIAN COORDINATES (ANGSTROEM)
S: 0.64016 -0.20809 -0.08011  0.228
O: 0.15548 0.34871 -1.36931  -1.346
O: 1.51429 -1.35038 -0.37095  -1.065
O: 1.44273 0.79819 0.63741  -0.992
O: -0.51414 -0.59454 0.78036  0.581
C: -0.65224 -4.23623 0.29833  -0.183
C: -2.06622 -4.04581 0.80002  0.644
O: -2.82697 -5.01503 0.80339  -0.776
N: -2.39205 -2.82991 1.28176  0.503
C: -3.69317 -2.43275 1.78126  -0.875
H: -0.25816 -4.99416 0.97502  0.337
H: -0.10391 -3.29300 0.34013  -0.358
H: -0.57439 -4.56326 -0.73587  0.313
H: -1.62068 -2.16452 1.20836  -0.605
H: -3.65336 -1.99121 2.77526  0.228
H: -4.44665 -3.20965 1.69401  0.388
H: -4.06103 -1.64495 1.11629  0.166
C: -1.85632 -0.11154 4.44768  -0.614
C: -0.57024 -0.89076 4.53292  0.838
O: 0.00925 -1.01916 5.61329  -0.756
N: -0.19483 -1.53946 3.42649  0.585
C: 0.82818 -2.57660 3.39380  -0.864
H: -2.58164 -0.61366 5.09671  0.361
H: -2.34915 -0.16782 3.47339  -0.180
H: -1.91501 0.92419 4.77978  0.212
H: -0.57004 -1.18732 2.54360  -0.570
H: 1.71411 -2.03251 3.73930  0.290
H: 1.07251 -2.86783 2.37817  0.091
H: 0.55884 -3.38753 4.06497  0.338
C: 3.08763 -4.35715 0.04476  -0.617
C: 2.71426 -4.50519 -1.39286  0.817
O: 3.03828 -5.51441 -2.03946  -0.788
N: 1.89568 -3.59960 -1.94944  0.605
C: 1.32757 -3.67563 -3.26468  -1.084
H: 2.75133 -5.28562 0.50453  0.228
H: 2.49597 -3.54044 0.46581  -0.084
H: 4.13341 -4.12777 0.22781  0.339
H: 1.62721 -2.80510 -1.35622  0.020
H: 0.52587 -2.94969 -3.39963  0.201
H: 0.88971 -4.66039 -3.44147  0.430
H: 2.05421 -3.47100 -4.05456  0.357
C: -1.52910 3.28223 -2.52428  -0.235
C: -0.09116 3.70007 -2.65042  0.952
O: 0.15258 4.79881 -3.16262  -0.788
N: 0.84479 2.89383 -2.13358  1.146
C: 2.26511 3.18731 -2.19120  -1.158
H: -1.58983 2.18693 -2.49641  -0.387
H: -2.11361 3.52367 -3.40881  0.393
H: -2.00008 3.59443 -1.59380  -0.003
H: 0.54895 1.91983 -1.94938  -0.506
H: 2.87342 2.54250 -1.56581  0.230
H: 2.47521 4.23952 -2.00359  0.406
H: 2.48762 3.04326 -3.25585  0.353
C: 2.90512 -0.28995 -3.43325  -0.613
C: 1.81045 -0.31852 -4.48611  0.826
O: 2.03072 -0.50934 -5.68026  -0.781
N: 0.56501 -0.10296 -4.01786  0.671
C: -0.58870 0.10710 -4.84572  -1.062
H: 2.61259 -0.05750 -2.41140  -0.010
H: 3.72771 0.37994 -3.68100  0.355
H: 3.27903 -1.31774 -3.45135  0.169
H: 0.44712 0.02830 -2.99180  -0.227
H: -1.28038 0.80811 -4.38402  0.261
H: -1.12386 -0.83807 -4.98734  0.299
H: -0.30612 0.48916 -5.82662  0.403
C: 2.48407 1.27586 3.86227  -0.257
C: 3.28947 2.38610 3.20777  0.589
O: 4.23808 2.93368 3.77209  -0.761
N: 2.89022 2.79425 1.98834  0.371
C: 3.41021 3.95834 1.31145  -1.067
H: 2.85963 0.33054 3.46406  0.158
H: 1.42526 1.36964 3.64714  -0.234
H: 2.70058 1.24152 4.92654  0.449
H: 2.24382 2.20149 1.46574  0.192
H: 2.62988 4.45797 0.73720  0.347
H: 4.31779 3.79544 0.73169  0.239
H: 3.61522 4.68185 2.10570  0.421
C: -2.81810 -1.48190 -2.21987  -0.387
C: -3.61590 -0.57201 -1.33652  0.568
O: -4.85303 -0.61301 -1.40662  -0.793
N: -2.92222 0.14855 -0.46398  1.520
C: -3.43513 1.14065 0.43856  -1.081
H: -1.81092 -1.11864 -2.41657  -0.165
H: -3.32395 -1.78106 -3.13279  0.396
H: -2.77010 -2.39233 -1.60867  0.010
H: -1.95094 -0.09396 -0.25206  -1.084
H: -2.93167 1.10652 1.40506  0.128
H: -4.50237 1.01925 0.62995  0.457
H: -3.32460 2.17773 0.10996  0.148
C: -0.54744 3.37434 0.79385  0.862
C: -0.62870 2.80211 2.20441  0.841
O: -1.94317 3.07552 2.61814  -0.351
S: -2.48827 4.47240 1.99161  1.131
O: -2.05285 5.57879 2.79337  -0.630
O: -3.86843 4.31010 1.69967  -0.557
O: -1.61129 4.32151 0.63123  -0.370
H: -0.74539 2.59036 0.05879  -0.545
H: 0.46796 3.66952 0.53102  -0.033
H: 0.10068 3.21897 2.90415  0.274
H: -0.50750 1.71755 2.16972  -0.822

Cartesian forces, eV/Å:
S 1.78 0.12 0.44
O -0.84 0.05 0.29
O -0.42 -0.53 0.18
O -0.46 0.49 -0.02
O -0.38 -0.07 -0.35
C -0.04 0.87 0.34
C -0.76 -1.10 -0.18
O -0.16 0.37 0.03
N 0.85 -0.28 -0.06
C -0.12 0.84 -0.96
H 0.44 0.04 -0.22
H 0.29 -0.14 0.22
H -0.40 -0.29 0.05
H -0.72 0.24 -0.05
H 0.11 -0.36 0.21
H 0.41 -0.42 0.26
H -0.07 0.12 0.11
C -1.41 -0.02 -0.38
C 0.46 -0.17 1.10
O -0.10 0.00 -0.16
N -0.98 -0.07 -1.10
C 0.56 1.87 0.50
H 0.25 -0.19 0.16
H 0.36 0.13 -0.20
H 0.80 0.03 0.00
H 0.39 -0.24 0.20
H 0.33 -0.76 0.35
H -0.51 -0.19 -0.12
H 0.16 -0.15 -0.12
C -0.94 0.77 0.37
C -0.25 -1.47 -1.98
O 0.34 0.29 0.41
N -0.15 1.19 1.28
C -0.08 -0.40 -0.47
H 0.42 -0.04 0.22
H 0.15 0.03 0.16
H 0.10 -0.33 -0.18
H 0.11 -0.02 -0.35
H 0.09 0.16 0.38
H 0.18 -0.09 -0.04
H 0.11 -0.15 0.03
C -0.20 -1.97 -0.15
C -0.06 1.64 -0.37
O 0.37 -0.26 0.16
N -0.47 -0.74 0.72
C -0.53 0.27 -1.59
H 0.09 -0.08 0.24
H 0.09 0.66 0.14
H 0.05 0.47 -0.20
H 0.39 0.54 0.40
H -0.29 -0.17 0.12
H -0.20 -0.01 0.30
H 0.84 -0.05 0.15
C 0.20 -0.68 -0.08
C -0.45 0.72 -0.23
O 0.32 -0.02 0.15
N 0.20 0.47 1.24
C -0.14 -0.54 -0.40
H -0.44 -0.11 -0.08
H -0.12 -0.04 -0.44
H 0.32 0.10 0.25
H 0.15 -0.21 -0.81
H 0.07 0.07 0.17
H -0.12 0.07 -0.17
H 0.12 -0.05 0.05
C 0.76 -0.12 -0.37
C 0.53 0.73 0.44
O -0.21 -0.22 0.16
N -0.92 -0.47 -0.86
C -0.11 0.63 1.24
H -0.29 -0.07 -0.18
H -0.07 -0.17 0.06
H -0.17 0.29 0.02
H 0.13 -0.14 0.15
H 0.02 -0.43 -0.42
H -0.06 -0.09 -0.12
H 0.48 0.00 -0.12
C 0.50 -0.69 0.52
C -1.74 -0.52 -0.79
O 0.51 0.61 0.18
N 1.03 0.72 0.73
C -0.87 0.34 0.53
H 0.05 -0.07 0.05
H -0.23 0.40 0.00
H 0.39 -0.12 -0.20
H -0.15 -0.05 -0.52
H 0.12 -0.33 -0.06
H 0.00 -0.23 -0.12
H 0.15 -0.11 -0.45
C 0.43 -1.69 -0.67
C 0.75 -0.27 -0.24
O -1.62 1.14 0.48
S 1.38 -1.23 0.02
O -0.09 -0.53 -0.64
O 0.16 0.18 -0.08
O -0.40 1.11 1.10
H -0.17 -0.08 0.19
H -0.30 1.00 0.15
H -0.11 0.19 -0.10
H 0.02 0.07 -0.01

=====

No. 3
Molecular formula: CH6N4S
Method: DFT, ωB97M-V/def2-TZVPD

Results
Lowest unoccupied orbital energy in eV: 0.407
E in eV: -17926.402
Orbital gap in eV: 9.451
Energy relative to the best compared isomer or geometry (same formula, charge and spin) in eV: 2.399
SMILES string: [H]/N=C(/NN)NS

Each line ends with the natural charge from an NBO analysis.
CARTESIAN COORDINATES (ANGSTROEM)
H: 1.16332 -2.26343 -0.11676  0.311
N: 1.75013 -1.41475 -0.20103  -0.758
C: 0.86395 -0.44506 0.11136  0.522
N: 1.01525 0.77029 -0.29188  -0.467
N: 0.42288 2.13612 0.13667  -0.629
N: -0.31010 -0.61263 0.85760  -0.731
S: -1.66334 -0.26141 -0.20569  0.102
H: 1.88293 1.08984 -0.71594  0.413
H: -0.00100 1.99188 1.18477  0.359
H: -0.46723 2.22200 -0.39908  0.363
H: -0.34384 -1.73023 0.72814  0.384
H: -0.95155 -0.61028 -1.56776  0.133

Cartesian forces, eV/Å:
H 0.95 0.00 0.17
N -3.02 1.80 0.64
C 2.31 -2.87 0.31
N 1.33 6.72 -1.23
N -1.67 -2.90 2.75
N -1.05 -5.06 -1.65
S 0.77 -0.26 -2.71
H -0.25 -1.02 0.01
H 1.53 0.29 -3.06
H 0.84 -0.31 0.24
H -0.14 2.94 1.72
H -1.61 0.66 2.82